(1)
54
Properties=species:S:1:pos:R:3:mulliken_charge:R:1 method="wB97M-V/def2-TZVPD" lumo_energy_ev=2.32 multiplicity=1 e_tot_ev=-51559.377 charge=-1 max_force_ha_per_bohr=0.0734 mol_weight_g_mol=593.4
N -0.33687 5.18284 -3.35267 -0.4382
N 1.62970 0.78256 -0.46500 -0.9024
C -0.44306 1.45385 3.15131 -0.3239
C -0.13601 -1.54598 -5.53099 -1.0264
H -1.09273 2.22956 3.61770 0.3503
N 1.00061 1.56063 7.46534 -0.4076
C 0.60119 -0.82787 1.97798 -1.1380
H 2.09404 0.96271 0.43167 0.2352
H 1.35902 4.72792 -0.67218 0.2202
C 1.79533 -2.48308 -0.50710 -0.8107
H 0.76284 -1.41256 -6.20586 0.3417
N 0.52267 -0.50403 6.57946 -0.3568
H -1.10727 1.59895 0.47311 0.2270
H 1.43164 2.46402 7.37527 0.2161
C 0.21753 -2.39544 -4.20754 -0.4734
O 2.02624 -5.21429 -0.34148 -0.6737
H -1.07855 -2.15742 -0.15404 -0.1836
H 0.51021 1.33694 8.31098 0.1435
H 0.59102 -1.16123 5.82000 0.2352
O 0.51414 -4.06162 1.24513 -0.5784
H 1.05943 6.20944 -1.51701 0.1614
N 0.93490 5.21723 -1.44250 -0.3565
H 0.75742 -0.37487 -2.93667 0.2519
C 0.10626 0.44901 2.72258 -0.0344
H 0.02308 -0.76713 7.40803 0.1488
H -1.98781 1.10721 -1.02259 0.2944
H -0.87496 4.66726 -4.02774 0.2236
C 1.12421 0.70451 6.40778 0.5976
H 2.27199 -2.51670 -1.53246 0.2843
H -0.97684 -2.09597 -6.04408 0.2626
C -3.47612 -0.69990 0.39418 0.6347
H 0.09852 -3.50625 -4.36758 0.3280
N -0.09775 -0.64874 -2.44524 -0.5627
F -4.80898 -0.27725 0.65332 -0.3245
C 0.21701 4.47394 -2.32898 0.5579
H 2.57711 -2.32356 0.29025 0.3847
F -3.37074 -1.93430 1.03931 -0.2578
H -1.01835 -2.62732 -2.29349 0.2224
F -3.40900 -0.91477 -0.96948 -0.2221
C -1.60409 0.71027 -0.03843 -0.9577
H -1.69229 -1.47117 -3.57796 0.3217
Ta 0.16643 -0.80882 -0.30888 1.6381
H -0.23681 6.17437 -3.46391 0.1402
H -0.03903 -4.25361 -1.01077 0.1143
H 1.24381 1.64203 -0.87358 0.1897
O 0.08065 3.27080 -2.21605 -0.5095
O 1.72243 0.99785 5.39323 -0.5763
H 0.14923 -1.71308 2.51098 0.3937
S 1.04300 -4.12126 -0.13768 0.8224
H 1.30741 -2.19828 -3.96333 0.2268
O -2.65340 0.26587 0.89315 -0.2468
H -0.48973 -0.50737 -5.23414 0.2525
C -0.74631 -1.84256 -3.05316 -0.4891
H 1.73760 -0.82330 2.08180 0.4296

=====

(2)
47
Properties=species:S:1:pos:R:3:mulliken_charge:R:1 method="wB97M-V/def2-TZVPD" lumo_energy_ev=-3.79 multiplicity=1 e_tot_ev=-35832.080 charge=+1 max_force_ha_per_bohr=0.0911 mol_weight_g_mol=312.3
H -0.91924 2.21191 -1.36293 0.3374
H 3.48481 -0.58922 3.81425 0.2743
C -3.52515 -0.76446 -2.73169 -0.5091
O -5.31396 -1.15641 -1.11695 -0.3886
C 4.01651 -3.24504 2.48465 -0.4113
H 1.13179 -2.31020 2.98964 0.3070
P 2.37831 -0.84305 1.86079 0.4196
H 3.66118 -3.42400 3.51932 0.3718
N 5.00078 -3.96899 1.74702 -0.0307
H 0.03617 0.80212 -1.84178 0.1605
O -0.32878 3.52027 0.71976 -0.4066
H 5.89274 -3.86480 -0.25406 0.3914
C -0.08551 2.24349 1.28873 -0.6853
H 0.75727 5.20242 0.36850 0.3948
O 0.95811 -1.50486 2.46034 -0.4243
H 0.30031 2.36459 2.30651 0.4015
O 1.14444 2.50068 -1.60452 -0.4212
H -4.19591 0.15165 0.08001 0.2079
H 1.89674 4.38877 -1.65303 0.3856
H -5.63644 -0.70100 -3.07046 0.3764
C -5.12590 -0.42204 0.08474 -0.6339
H -0.29429 2.08346 -3.02855 0.4203
H 0.62819 1.65949 0.70165 0.2075
H -5.96985 0.25635 0.23944 0.3263
C -4.93673 -0.42327 -2.27658 -0.5037
H -3.30107 -0.19060 -3.63730 0.3523
H -5.04457 0.65212 -2.10060 0.3137
H 4.08951 0.35867 2.65625 0.3000
H -3.44005 -1.82672 -2.98635 0.3433
C 0.99112 3.88409 -1.30256 -0.4468
C -0.07975 1.87796 -1.97565 -0.7362
H -1.03030 1.70137 1.32635 0.2756
H -1.74001 -1.08519 -0.01158 0.1697
H -5.08801 -1.13357 0.91047 0.2548
C 5.17591 -3.46838 0.49658 -0.2248
H -1.43040 -2.11040 -1.43479 0.2760
N 3.19303 0.11544 3.11264 -0.6049
C -2.17680 -1.49265 -0.92388 -0.8679
H 5.51985 -4.76868 2.11327 0.2439
H 4.25584 -1.75233 -0.47846 0.2825
H -3.03213 -2.11549 -0.65276 0.4838
O -2.54792 -0.40615 -1.75954 -0.2016
N 4.35762 -2.37722 0.32530 -0.0200
H 1.73336 3.77604 0.73438 0.2678
H 0.14330 4.30468 -1.85277 0.2959
C 3.64965 -2.23591 1.52317 0.1269
C 0.84624 4.12507 0.19307 -0.4513

=====

(3)
45
Properties=species:S:1:pos:R:3:mulliken_charge:R:1 method="wB97M-V/def2-TZVPD" lumo_energy_ev="-7.35 / -7.77" multiplicity=2 e_tot_ev=-74149.288 charge=+2 max_force_ha_per_bohr=0.0763 mol_weight_g_mol=554.2
C 1.30310 -3.20093 -1.31111 -1.2107
H -0.51703 1.44126 3.05533 0.0183
C 1.26649 0.24324 3.05619 -1.0060
O -0.64756 -0.05704 1.74663 -0.4194
H 1.64887 0.80980 3.90864 0.4285
H 0.89110 2.62515 -2.74003 0.2994
H 1.75690 0.64933 2.14113 0.2162
H -0.53931 -1.00716 -6.48484 0.2752
H -2.17389 3.09319 0.03083 0.3752
C 0.81691 -2.98792 1.51080 -1.1463
H -0.76702 -1.41213 4.14639 0.3068
Yb 0.50469 -0.01309 0.06343 0.0303
H -0.58505 0.07218 5.06275 0.4135
H 0.93756 -3.00603 -2.32779 0.3707
H -1.25833 -4.51000 -0.14997 0.4396
H 1.44456 -4.27567 -1.14511 0.4012
H -1.87118 -3.22072 -1.23791 0.3858
H 0.13353 3.00737 1.92251 0.2808
H 0.98369 -4.07306 1.59270 0.5174
C -2.09011 -0.04225 -0.83667 0.2466
H 0.93313 4.27506 0.95223 0.4564
P 0.11129 -2.53995 -0.12317 1.0762
H 1.37780 4.06447 -1.76018 0.4083
H 0.87251 0.06298 -6.20902 0.2820
H -1.31053 4.41456 -0.80671 0.4290
P 0.06786 2.46448 -0.47415 1.0834
C 1.24359 2.97430 -1.76016 -1.1589
H 0.15509 -2.66319 2.32810 0.1746
H 2.22108 2.49740 -1.60602 0.4038
H -2.03228 -0.17182 4.11399 0.3818
H -2.12734 -3.07920 0.49263 0.3504
C -0.20582 -0.03856 -6.10360 -0.7570
I -0.67519 0.07400 -3.99815 0.0603
H 1.78177 -2.49142 1.69837 0.3663
H -0.71994 0.76800 -6.63446 0.2843
H 2.27027 -2.68591 -1.22853 0.4068
C -0.96332 -0.33995 4.12433 -1.4946
C -1.42571 -3.43757 -0.26496 -1.2063
H 1.74962 2.74305 1.31535 0.4085
H 1.51883 -0.82524 3.13068 0.1735
H -1.90487 2.97907 -1.69804 0.3733
C -1.46585 3.33514 -0.76452 -1.1984
O -3.23824 -0.08592 -0.78800 -0.1827
C -0.25102 0.37977 3.00782 0.9638
C 0.77940 3.19093 1.05231 -1.3082

=====

(4)
43
Properties=species:S:1:pos:R:3:mulliken_charge:R:1 method="wB97M-V/def2-TZVPD" lumo_energy_ev=0.49 smiles=CCOCC.CCOCC.BCCC multiplicity=1 e_tot_ev=-16646.740 charge=0 max_force_ha_per_bohr=0.0022 mol_weight_g_mol=204.2
C 0.54124 0.32391 -0.40709 -0.7340
H -3.51891 2.03340 -0.81893 0.3427
H -0.14694 3.85704 -1.91178 0.2782
H -1.68612 -4.52425 2.90181 0.2901
H -1.50525 5.55048 -0.66686 0.2983
O -1.83366 2.94693 -1.36462 -0.3525
C 1.64151 1.25466 0.08961 -0.2246
H 1.23905 1.93287 0.84444 0.2978
H -0.93042 -3.84087 4.34956 0.3829
B 3.94243 0.25528 -0.41606 0.2166
H 4.51237 1.19949 -0.87562 -0.0765
H -0.62028 -3.11781 2.77589 0.1780
C -1.21182 3.97647 -2.11508 -0.2917
H 1.31237 -4.54211 3.54372 0.2981
H -2.70722 5.55373 -1.96516 0.2681
C 0.40559 -5.00600 3.13855 -0.3339
C 0.88528 -4.44174 0.85315 -0.4277
H -1.35483 3.81250 -3.18927 0.3284
H -3.30502 1.72695 -3.29408 0.2919
H 0.15183 -0.28326 0.41284 0.2073
C -0.77724 -4.06533 3.29296 -0.9340
H -3.54674 3.46263 -3.53808 0.2715
H 3.00259 -4.25394 1.24518 0.3291
O 0.62202 -5.45285 1.81122 -0.4232
H 3.29500 1.05222 1.49066 0.2266
C -3.24595 2.86972 -1.46302 -0.3420
H -1.07010 6.11094 -2.28852 0.3954
H 1.01128 -4.98035 -0.08630 0.3502
H 2.02111 -3.02765 2.05885 0.2222
H -0.28036 0.88970 -0.84966 0.1049
H 1.96670 1.88767 -0.74232 0.2195
H 2.49713 -0.46684 1.10169 0.0462
C 2.12473 -3.61439 1.14480 -0.8903
H -3.71205 3.76710 -1.04038 0.2979
H 4.21319 -0.82840 -0.84146 -0.0790
C -3.75742 2.62519 -2.87194 -1.0789
H 0.92637 -0.36315 -1.16526 0.2954
H 2.29909 -2.91504 0.32509 0.3396
H 0.23073 -5.91841 3.70911 0.3438
C -1.65625 5.37749 -1.73310 -1.1049
H -4.83947 2.48850 -2.84907 0.3956
H 0.01455 -3.78644 0.73330 0.2810
C 2.84990 0.47396 0.67126 -0.5041

=====

(5)
45
Properties=species:S:1:pos:R:3:mulliken_charge:R:1 method="wB97M-V/def2-TZVPD" lumo_energy_ev="2.55 / 2.56" multiplicity=7 e_tot_ev=-79481.315 charge=-1 max_force_ha_per_bohr=0.1086 mol_weight_g_mol=454.2
H -0.55460 -0.63889 -3.67917 0.2981
H 1.89797 0.96848 -1.47131 0.1748
Cl 1.24613 -2.12029 1.50331 -0.5167
H 4.21059 1.19013 2.58592 0.2844
H -0.34348 1.81189 -3.06373 0.2742
C 0.70251 -0.85431 -1.91715 0.9759
C -2.71087 -1.88293 -1.45215 -1.8259
H 3.01116 0.57894 5.75845 0.2946
H 1.82518 0.52844 -3.21030 0.4271
C 2.70000 1.47903 5.21757 -0.9926
H -3.58850 -1.23266 -1.25106 0.2594
C 0.12451 -1.36522 -3.21437 -1.6652
Cl 0.20279 2.82444 1.09705 -0.5867
Tb 0.80804 0.44776 1.48745 -0.0686
C -1.63699 1.00549 -1.49293 0.9965
H -0.20354 2.68677 -1.49057 0.1162
H -0.69221 -0.20895 2.29782 -0.1627
H 1.95704 1.97799 5.74302 0.3587
H -0.90408 -2.56185 -0.48350 0.3623
P -0.66106 -0.28174 -0.85276 -0.5095
C -1.64147 -1.71070 -0.41280 1.0461
H -2.22754 1.70950 0.52058 0.1817
C 3.62175 0.33797 2.94702 -0.9158
C 1.87054 0.11755 -2.17260 -1.4189
H 2.83153 -0.43153 -2.07191 0.3100
H 3.55196 2.14370 5.04826 0.2861
H -1.52380 -2.13661 1.75141 0.2453
H -3.07159 2.50615 -0.84300 0.4318
H 2.27161 0.25298 0.36952 -0.1886
C -0.90415 2.15753 -2.17947 -1.4851
S 2.08602 0.97468 3.64515 0.3314
H 0.96605 -1.53498 -3.93481 0.4796
H 1.13160 -1.71930 -1.33309 0.3491
H 3.43035 -0.35143 2.15215 0.3372
H -3.08902 -2.93831 -1.40927 0.4271
C -2.26431 -1.80759 0.99875 -1.4199
H -2.37259 -1.70834 -2.48280 0.4102
H 4.12804 -0.19662 3.72899 0.3242
H -3.53212 0.84472 -0.37038 0.2478
H -3.07639 -2.56036 0.97531 0.4431
C -2.67894 1.53734 -0.48883 -1.3602
H -2.16493 0.43415 -2.25937 0.4410
H -1.65012 2.90428 -2.52078 0.5073
H -2.69584 -0.84543 1.32497 0.2262
H -0.38721 -2.33184 -3.09460 0.2691